# 1
Entry from OMol25: a gas-phase ion, C14H16F4NO3 (charge -1) (the ωB97M-V functional and the def2-TZVPD basis).

```
38
Properties=species:S:1:pos:R:3
C 1.4081 -1.3256 1.8724
C 0.6392 -1.8303 0.6581
C -0.1248 -2.9580 0.8689
C -0.8403 -3.5624 -0.1454
C -0.7689 -2.9978 -1.3950
C -0.0170 -1.8696 -1.6193
C 0.7056 -1.2436 -0.6149
C 1.5866 -0.0124 -0.8078
C 0.9422 1.3426 -0.3628
N 0.2101 1.2595 0.8817
C -1.2188 0.9914 0.7960
C -1.7550 0.7407 2.2447
O -2.3439 1.9433 2.7440
C 2.1822 2.2980 -0.0739
O 3.3208 1.9826 -0.4971
O 1.9464 3.3595 0.5406
C 0.1773 2.0529 -1.5360
F -0.4802 3.1540 -1.1301
F 1.1500 2.5260 -2.3868
C -0.7128 1.1417 -2.4326
F -1.6460 1.9538 -3.0489
F 0.0357 0.6334 -3.4339
H 1.9614 -0.4106 1.6801
H 0.7605 -1.2168 2.7457
H 2.1642 -2.0886 2.1249
H -0.1704 -3.4070 1.8613
H -1.4321 -4.4610 0.0052
H -1.2958 -3.4412 -2.2381
H 0.0186 -1.4883 -2.6368
H 1.8948 0.1012 -1.8508
H 2.4948 -0.2050 -0.2398
H 0.3263 2.0959 1.4491
H -1.8314 1.8250 0.4067
H -1.4786 0.0901 0.2262
H -0.9373 0.4316 2.8944
H -2.5398 -0.0326 2.1987
H -3.0378 2.2368 2.1485
H -1.2937 0.3908 -1.8972
```

Net charge: -1
Frontier orbital gap: 7.41 eV
HOMO: -4.563 eV

=====

# 2
Entry from OMol25: a single C14H16N2O3S2 molecule (the ωB97M-V functional and the def2-TZVPD basis).

```
37
Properties=species:S:1:pos:R:3
O -1.9626 0.0530 1.0241
C -2.1574 0.9809 0.2473
C -1.4293 2.1582 -0.1130
S -0.2336 1.6667 -1.1034
C 1.1068 1.3309 -0.4577
N 1.3282 1.4697 1.0336
N 2.4230 0.7327 1.4330
C 2.9808 0.4961 0.3683
C 4.1091 -0.3902 0.4591
C 5.1052 -0.5830 1.4521
C 6.2199 -1.1554 0.9343
C 6.1471 -1.6386 -0.4583
S 4.7902 -1.0284 -1.1039
O 2.1771 0.4623 -0.8727
O -3.2888 1.2486 -0.4379
C -4.4201 0.1150 -0.4002
C -3.9727 -1.3619 -1.1001
C -5.2213 -2.2524 -0.9481
C -5.8475 -2.4901 0.5597
C -6.2328 -1.0068 0.8532
C -5.0977 -0.0203 0.9350
H -2.0466 3.0983 -0.2886
H -0.8193 2.5469 0.9213
H 4.9274 0.0313 2.4080
H 6.9841 -1.5849 1.6505
H 6.8896 -2.2893 -0.9116
H -5.2774 0.6190 -0.9093
H -3.2466 -1.6405 -0.2296
H -3.4820 -0.9166 -2.0104
H -4.8915 -3.1525 -1.2720
H -5.9011 -1.9421 -1.6195
H -6.5819 -2.9644 0.3802
H -5.0125 -2.8188 0.9188
H -6.7144 -1.0780 1.8787
H -6.9872 -0.7934 0.2427
H -5.3339 0.8724 1.4162
H -4.3216 -0.2371 1.7010
```

Relative energy (zero: lowest compared OMol25 entry of this formula, charge and spin): 1179.9 kJ/mol
Frontier orbital gap: 7.33 eV
HOMO: -7.503 eV

=====

# 3
Entry from OMol25: 2 unconnected molecules or ions with the total composition C14H16N3 (the ωB97M-V functional and the def2-TZVPD basis).

```
33
Properties=species:S:1:pos:R:3
C 3.6794 2.1639 0.0134
C 2.3172 2.3877 0.5182
N 1.8157 1.6365 1.5019
C 0.7370 2.0130 2.3458
C 0.1000 3.2392 2.4343
C -1.0116 3.3268 3.2926
C -1.4429 2.2174 4.0261
C -0.7652 0.9970 3.9629
C 0.3638 0.9073 3.1445
C 1.2864 -0.1623 2.8471
C 2.2056 0.3262 1.8803
C 3.2490 -0.4494 1.4283
C 3.3297 -1.7726 1.8746
C 2.3828 -2.2866 2.7750
C 1.3500 -1.4854 3.2724
H 3.9844 3.1426 -0.3882
H 4.4011 1.9252 0.8092
H 3.7622 1.4309 -0.8052
H 2.0079 3.4267 0.6071
H 0.4809 4.0736 1.8564
H -1.5398 4.2706 3.3710
H -2.3196 2.3079 4.6588
H -1.0827 0.1045 4.5115
H 3.9870 -0.0348 0.7624
H 4.1386 -2.4026 1.5039
H 2.4618 -3.3261 3.0889
H 0.5854 -1.8532 3.9619
N 1.6242 1.1206 -2.1046
N 0.2323 0.9380 -2.6131
H 2.0388 0.1835 -2.1918
H 2.0745 1.6974 -2.8267
H -0.2289 0.3683 -1.9016
H -0.1786 1.8720 -2.5802
```

Net charge: +1
Relative energy (zero: lowest compared OMol25 entry of this formula, charge and spin): 94.7 kJ/mol
Frontier orbital gap: 6.75 eV
HOMO: -11.736 eV

=====

# 4
Entry from OMol25: a single C14H16N4O3S2 molecule (the ωB97M-V functional and the def2-TZVPD basis).

```
39
Properties=species:S:1:pos:R:3
C -4.0873 -0.5722 -2.7696
O -4.7484 0.0780 -1.8423
C -4.2456 0.1330 -0.6218
C -2.9652 -0.3145 -0.4525
C -2.5303 0.0047 1.0336
C -1.0575 -0.1722 1.2777
C -0.3451 0.3638 2.4614
N -0.5580 -1.0781 0.2741
N 0.6526 -1.5219 0.6430
C 1.3274 -2.3958 -0.4137
O 0.6935 -2.6809 -1.3741
C 2.8570 -2.5006 -0.2625
S 3.5522 -1.3996 1.0613
C 3.5654 0.0775 0.0347
N 2.9450 0.1085 -1.0021
N 3.0480 1.4509 -1.9212
C 3.7146 2.1759 -0.9556
C 3.8117 3.3931 -1.2943
S 4.2461 1.5877 0.5255
C -3.3993 0.4935 2.1279
C -4.6496 0.9440 1.5482
C -5.1894 0.7337 0.3059
O -6.3873 0.9689 0.1112
H -4.6545 -0.6534 -3.7133
H -3.2896 0.0873 -2.8416
H -3.7926 -1.5243 -2.5718
H -2.2976 -0.5508 -1.2058
H -0.4617 -0.4861 3.2671
H 0.6441 0.4411 2.2297
H -0.7862 1.4729 2.7571
H 1.2644 -1.2432 1.1914
H 2.7614 -3.5389 0.4017
H 3.2274 -2.6629 -1.2445
H 4.8961 3.9967 -1.3568
H 3.2424 4.1730 -0.4340
H 3.3870 3.7219 -2.1935
H -2.9308 0.5969 2.8538
H -5.3892 1.4245 2.3220
H -6.6489 0.9853 -0.7868
```

Relative energy (zero: lowest compared OMol25 entry of this formula, charge and spin): 1248.4 kJ/mol
Frontier orbital gap: 6.84 eV
HOMO: -6.818 eV

=====

no.,electronic energy (eV)
1,-33281.73437
2,-45559.85760
3,-19240.04057
4,-48538.23803